No. 1
DFT (the ωB97M-V functional and the def2-TZVPD basis) results for one molecule with the formula C2H4O2S at a distorted geometry.

The calculation puts the LUMO energy (spin up / spin down) at 0.022 / -0.127 Eh. Its expectation value of S² is 2.00. The calculation puts the molar mass at 92.1 g mol⁻¹. The energy relative to the best compared isomer or geometry (same formula, charge and spin) is 475.0 kJ/mol. Its spin multiplicity is 3. The value obtained for the HOMO-LUMO gap (spin up / spin down) is 5.1 / 7.1 eV. The total energy is -17061.642 eV. As for the total charge: 0.

Each line ends with the natural charge from an NBO analysis.
CARTESIAN COORDINATES (ANGSTROEM)
1 C -0.66677 -0.80527 0.35293  -0.153
2 C 0.37916 0.12542 -0.16948  0.122
3 O -0.37306 -0.70611 -1.05635  -0.496
4 O 0.03201 1.46487 -0.18527  -0.693
5 S 2.15882 -0.25697 -0.09369  0.338
6 H -0.23036 -1.79650 0.68845  0.181
7 H -1.69150 -0.45566 0.63097  0.212
8 H 0.61124 2.00287 -0.75715  0.478
9 H 2.24944 -0.36025 1.13392  0.011


No. 2
DFT (the ωB97M-V functional and the def2-TZVPD basis) results for C14H17BrClN3O2 as an isolated structure at a distorted geometry.

The calculation puts the LUMO energy at 0.022 Eh. The calculation puts the molar mass at 374.7 g mol⁻¹. The energy relative to the best compared isomer or geometry (same formula, charge and spin) is 1220.7 kJ/mol. The value obtained for the HOMO-LUMO gap is 9.2 eV. The total energy is -105913.593 eV. As for the total charge: 0.

Each line ends with the natural charge from an NBO analysis.
CARTESIAN COORDINATES (ANGSTROEM)
1 O 0.91965 1.01015 1.55496  -0.665
2 C 0.97559 1.67052 0.45448  0.792
3 N 1.95239 2.55866 0.28109  -0.618
4 H 2.07848 3.21731 -0.52871  0.403
5 C 2.96702 3.07798 1.28298  -0.272
6 C 4.51122 2.80818 0.95659  -0.408
7 C 4.72300 1.66893 0.08387  -0.235
8 N 4.10462 0.37175 0.13854  -0.480
9 C 3.15166 -0.20212 -0.54998  0.726
10 O 2.58499 0.24399 -1.50299  -0.677
11 C 2.78724 -1.64255 0.23544  -0.431
12 C 3.95763 -1.78870 1.10057  -0.457
13 H 3.41440 -2.06509 2.07565  0.231
14 H 4.56206 -2.52003 0.72141  0.220
15 C 4.43464 -0.33161 1.33630  -0.186
16 H 5.56221 -0.40293 1.71192  0.213
17 H 3.88504 0.19166 2.42608  0.185
18 H 2.43679 -2.25930 -0.32781  0.192
19 H 1.69579 -1.34521 0.71308  0.232
20 H 4.30580 1.77246 -0.99117  0.224
21 H 5.81760 1.46854 -0.33831  0.216
22 H 5.28385 2.49211 1.88072  0.213
23 H 4.86446 3.53192 0.39864  0.203
24 H 3.01529 3.80057 1.98948  0.221
25 H 2.91051 2.06916 1.87022  0.245
26 N 0.27346 1.52990 -0.69984  -0.606
27 C -0.77997 0.79795 -0.64683  0.176
28 C -0.67508 -0.51904 -1.73168  -0.196
29 C -1.67722 -1.27366 -1.57109  -0.197
30 C -2.80819 -1.21076 -0.70179  -0.190
31 C -2.75146 -0.28940 0.09534  -0.160
32 C -1.73869 0.79946 0.09859  -0.116
33 Cl -1.85388 1.96184 1.34385  0.019
34 H -3.63064 -0.00559 0.89999  0.230
35 Br -4.16959 -2.40933 -0.79311  0.117
36 H -1.68822 -2.28682 -2.46886  0.194
37 H 0.10181 -0.39947 -2.51087  0.249
38 H 0.88388 1.49123 -1.28048  0.395


No. 3
DFT (the ωB97M-V functional and the def2-TZVPD basis) results for a 2-piece molecular cluster, C9H9NO2 overall at a distorted geometry.

The calculation puts the LUMO energy at 0.034 Eh. The calculation puts the molar mass at 163.2 g mol⁻¹. The energy relative to the best compared isomer or geometry (same formula, charge and spin) is 216.9 kJ/mol. The value obtained for the HOMO-LUMO gap is 10.3 eV. The total energy is -15062.409 eV. As for the total charge: 0.

Each line ends with the natural charge from an NBO analysis.
CARTESIAN COORDINATES (ANGSTROEM)
1 C -3.41071 0.51304 0.66649  -0.708
2 C -2.15150 0.31111 -0.08156  0.809
3 O -2.01736 0.02264 -1.25215  -0.604
4 O -1.12898 0.48250 0.78301  -0.509
5 C 0.27710 0.36803 0.39847  0.278
6 C 1.16082 0.16917 1.41151  -0.235
7 C 2.56240 0.29801 1.19492  -0.194
8 C 2.99977 0.34773 -0.15426  -0.214
9 C 2.10574 0.57838 -1.16616  -0.202
10 C 0.72661 0.46896 -0.87643  -0.265
11 H -4.04490 -0.36291 0.56481  0.244
12 H -3.94148 1.46967 0.24059  0.245
13 H -3.11093 0.52918 1.64135  0.233
14 H 0.81110 0.15432 2.44951  0.231
15 H 3.34623 0.19586 1.90663  0.222
16 H 4.11942 0.47375 -0.39492  0.212
17 H 2.38036 0.73315 -2.17147  0.214
18 H 0.14400 0.74640 -1.71232  0.243
19 C -0.21710 -2.42587 -1.16041  0.102
20 N -0.47245 -2.76348 -0.10764  -0.327
21 H -0.13815 -2.30962 -2.17995  0.222


No. 4
DFT (the ωB97M-V functional and the def2-TZVPD basis) results for a 2-piece molecular cluster, C5H12OS2 overall at a distorted geometry.

The calculation puts the LUMO energy at 0.010 Eh. The calculation puts the molar mass at 152.3 g mol⁻¹. The energy relative to the best compared isomer or geometry (same formula, charge and spin) is 233.3 kJ/mol. The value obtained for the HOMO-LUMO gap is 9.1 eV. The total energy is -29095.266 eV. As for the total charge: 0.

Each line ends with the natural charge from an NBO analysis.
CARTESIAN COORDINATES (ANGSTROEM)
1 C -0.92744 -1.93944 -0.38636  -0.610
2 C -0.75620 1.91005 0.12822  -0.615
3 C -0.58177 -0.48521 -0.67926  -0.422
4 C -1.21288 0.47354 0.32116  -0.296
5 C 2.75757 -0.59999 -0.22554  0.069
6 O 2.87699 -1.30918 0.82919  -0.631
7 S -3.04898 0.39580 0.22853  -0.063
8 S 3.30294 1.01984 -0.20288  0.061
9 H -0.47950 -2.59137 -1.12957  0.213
10 H -2.00544 -2.08620 -0.39464  0.218
11 H -0.54950 -2.22709 0.59319  0.197
12 H -0.95580 2.23772 -0.88982  0.205
13 H -1.27954 2.57262 0.81403  0.218
14 H 0.31350 1.99049 0.30962  0.207
15 H -0.90672 -0.22266 -1.68945  0.197
16 H -1.00136 0.14399 1.34187  0.210
17 H 0.50862 -0.36490 -0.64637  0.218
18 H 3.28824 -0.91688 1.63379  0.457
19 H -3.12992 0.85115 -1.02345  0.109
20 H 3.78717 1.14772 1.06774  0.057


No. 5
DFT (the ωB97M-V functional and the def2-TZVPD basis) results for a 2-piece molecular cluster, C19H29N2O overall at a distorted geometry.

The calculation puts the LUMO energy at -0.162 Eh. The calculation puts the molar mass at 301.5 g mol⁻¹. The energy relative to the best compared isomer or geometry (same formula, charge and spin) is 383.9 kJ/mol. The value obtained for the HOMO-LUMO gap is 6.4 eV. The total energy is -25193.278 eV. As for the total charge: +1.

Each line ends with the natural charge from an NBO analysis.
CARTESIAN COORDINATES (ANGSTROEM)
1 C 0.71577 0.94809 2.39892  -0.390
2 N 2.00241 0.94029 1.73380  -0.465
3 C 2.67111 -0.36507 1.93938  -0.229
4 C 4.06946 -0.26760 2.49642  -0.083
5 O 4.73586 0.89855 2.02555  -0.514
6 C 4.10211 2.08242 2.48978  -0.082
7 C 2.70888 2.22689 1.92872  -0.234
8 H 0.64922 1.74511 3.15924  0.194
9 H -0.06054 1.09085 1.63608  0.152
10 H 0.53673 -0.00206 2.92053  0.193
11 H 2.09281 -0.93713 2.67059  0.187
12 H 2.66389 -0.92029 0.99203  0.182
13 H 4.00542 -0.28335 3.60320  0.164
14 H 4.68442 -1.11092 2.15151  0.206
15 H 4.03174 2.09824 3.59313  0.163
16 H 4.75248 2.89986 2.15775  0.208
17 H 2.72695 2.76993 0.97536  0.187
18 H 2.14559 2.82603 2.64749  0.191
19 C -5.21080 -2.61565 -0.68573  -0.406
20 C -5.21813 -1.47258 0.32769  -0.413
21 C -3.85763 -1.24733 0.99560  -0.219
22 N -2.74112 -1.22776 0.04866  -0.296
23 C -1.80052 -0.29889 0.16493  0.230
24 C -0.62247 -0.25138 -0.60458  -0.370
25 C 0.17049 0.89031 -0.69809  0.065
26 C 1.06753 1.08666 -1.80142  -0.176
27 C 1.25830 2.39706 -2.30974  -0.137
28 C 1.98930 2.60634 -3.47305  -0.214
29 C 2.62324 1.53592 -4.11077  -0.152
30 C 2.48809 0.23954 -3.58944  -0.228
31 C 1.73988 0.01348 -2.43778  -0.102
32 C -2.66976 -2.36685 -0.86964  -0.230
33 C -3.99509 -2.58105 -1.61337  -0.408
34 H -5.21566 -3.57497 -0.15185  0.209
35 H -6.11691 -2.56731 -1.29976  0.236
36 H -5.53681 -0.54769 -0.16805  0.212
37 H -5.96179 -1.67665 1.10657  0.238
38 H -3.87238 -0.29214 1.52927  0.221
39 H -3.69180 -2.04408 1.74043  0.215
40 H -1.98776 0.48878 0.90867  0.225
41 H -0.34668 -1.12841 -1.19324  0.227
42 H -0.12539 1.79991 -0.17136  0.220
43 H 0.79002 3.22805 -1.76790  0.219
44 H 2.06739 3.62005 -3.88172  0.235
45 H 3.21471 1.70823 -5.01796  0.235
46 H 2.98176 -0.59814 -4.08883  0.232
47 H 1.68158 -0.99060 -1.98372  0.206
48 H -1.87617 -2.18827 -1.59641  0.225
49 H -2.43294 -3.27497 -0.28274  0.219
50 H -3.91001 -3.51726 -2.17674  0.237
51 H -4.11674 -1.79217 -2.36745  0.213